No. 1
{
  "formula": "C17H33N7O8SSn",
  "method": "the ωB97M-V functional and the def2-TZVPD basis",
  "symbols": ["Sn", "C", "O", "C", "O", "N", "N", "H", "H", "H", "H", "H", "H", "N", "C", "C", "C", "C", "N", "C", "N", "N", "C", "O", "O", "H", "H", "H", "H", "H", "H", "H", "H", "H", "H", "H", "H", "H", "H", "C", "N", "C", "C", "C", "C", "C", "C", "C", "C", "H", "H", "H", "H", "H", "H", "H", "H", "H", "H", "H", "H", "H", "O", "S", "O", "O", "O"],
  "xyz": [[0.41, 0.58, 0.12], [-3.09, 3.59, 1.45], [-1.78, 4.16, 1.41], [-0.76, 3.33, 1.63], [-0.90, 2.12, 1.85], [0.40, 4.01, 1.78], [1.57, 3.23, 1.89], [-3.76, 4.38, 1.78], [-3.13, 2.76, 2.15], [-3.37, 3.24, 0.46], [0.49, 4.85, 1.23], [2.06, 3.53, 2.72], [2.16, 3.44, 1.08], [-1.41, -0.09, -2.05], [-1.23, -1.54, -2.18], [-2.11, -2.21, -3.24], [-2.04, -1.55, -4.61], [-0.79, -1.93, -5.42], [0.48, -1.78, -4.73], [0.97, -0.62, -4.23], [0.48, 0.55, -4.45], [2.11, -0.74, -3.48], [-1.46, -2.14, -0.78], [-2.22, -3.09, -0.63], [-0.77, -1.58, 0.16], [-2.39, 0.14, -1.90], [-1.09, 0.41, -2.88], [-0.17, -1.71, -2.38], [-3.14, -2.18, -2.86], [-1.85, -3.27, -3.32], [-2.12, -0.47, -4.50], [-2.89, -1.87, -5.21], [-0.78, -1.35, -6.34], [-0.85, -2.98, -5.70], [0.90, -2.62, -4.39], [-0.28, 0.57, -5.12], [0.84, 2.49, -3.85], [2.31, -1.63, -3.06], [2.34, 0.06, -2.90], [-1.39, -0.58, 3.07], [-0.90, -1.92, 3.47], [-0.73, -1.99, 4.94], [0.37, -2.33, 2.74], [1.54, -1.39, 2.93], [2.46, -1.73, 3.93], [3.61, -0.99, 4.12], [3.85, 0.09, 3.28], [2.95, 0.40, 2.28], [1.75, -0.30, 2.06], [-2.31, -0.35, 3.60], [-1.56, -0.60, 1.99], [-0.63, 0.16, 3.27], [-1.60, -2.60, 3.18], [0.09, -1.34, 5.22], [-0.50, -3.01, 5.25], [-1.64, -1.67, 5.44], [0.10, -2.35, 1.69], [0.62, -3.33, 3.08], [2.28, -2.61, 4.55], [4.31, -1.26, 4.90], [4.76, 0.67, 3.40], [3.19, 1.22, 1.61], [1.91, 4.35, -1.38], [1.25, 3.15, -1.85], [-0.13, 3.02, -1.37], [2.01, 1.91, -1.53], [1.22, 3.29, -3.40]],
  "largest_force_ha_per_bohr": 0.0263,
  "multiplicity": 1,
  "energy_ha": -2265.30632,
  "homo_lumo_gap_ha": 0.26698,
  "de_lowest_kcal_mol": 28.4,
  "molar_mass_g_mol": 614.27,
  "e_homo_ev": -7.2
}

No. 2
{
  "formula": "C7H18CuO9",
  "method": "the ωB97M-V functional and the def2-TZVPD basis",
  "symbols": ["Cu", "C", "O", "O", "O", "C", "C", "O", "O", "H", "H", "H", "H", "H", "H", "C", "C", "O", "O", "H", "H", "H", "H", "H", "H", "C", "C", "O", "O", "H", "H", "H", "H", "H", "H"],
  "xyz": [[1.90, 0.49, 0.17], [2.51, 2.42, -1.42], [3.44, 1.85, -0.70], [2.60, 3.57, -1.89], [1.42, 1.68, -1.57], [2.65, -0.23, 2.94], [1.17, -0.13, 3.08], [0.67, 0.89, 2.21], [2.96, -0.91, 1.73], [3.06, -0.75, 3.81], [3.06, 0.78, 2.94], [0.92, 0.13, 4.12], [0.68, -1.09, 2.89], [-0.17, 1.18, 2.58], [3.82, -1.33, 1.83], [-3.35, 1.34, -1.96], [-2.06, 1.69, -1.28], [-1.00, 0.90, -1.79], [-3.88, 0.10, -1.53], [-3.14, 1.32, -3.04], [-4.09, 2.12, -1.78], [-2.10, 1.54, -0.19], [-1.80, 2.75, -1.40], [-0.12, 1.38, -1.72], [-3.28, -0.60, -1.84], [-0.32, -1.99, 0.05], [-1.21, -2.62, -0.98], [-1.77, -1.67, -1.85], [0.86, -1.44, -0.50], [-0.08, -2.69, 0.86], [-0.87, -1.21, 0.59], [-2.05, -3.08, -0.43], [-0.69, -3.43, -1.51], [-1.26, -0.82, -1.81], [1.50, -2.15, -0.60]],
  "largest_force_ha_per_bohr": 0.0328,
  "multiplicity": 1,
  "energy_ha": -2595.16578,
  "homo_lumo_gap_ha": 0.18000,
  "de_lowest_kcal_mol": 1.2,
  "charge": -1,
  "molar_mass_g_mol": 309.76,
  "e_homo_ev": -2.7
}

No. 3
{
  "formula": "C20H38LiN2O13",
  "method": "the ωB97M-V functional and the def2-TZVPD basis",
  "symbols": ["C", "C", "N", "C", "C", "C", "C", "C", "O", "C", "H", "H", "H", "H", "H", "H", "H", "H", "H", "H", "H", "H", "H", "H", "H", "H", "H", "H", "H", "H", "Li", "N", "O", "O", "O", "C", "C", "C", "O", "C", "O", "O", "H", "H", "H", "H", "H", "H", "C", "C", "C", "O", "C", "O", "O", "H", "H", "H", "H", "H", "H", "C", "C", "C", "O", "C", "O", "O", "H", "H", "H", "H", "H", "H"],
  "xyz": [[0.58, -2.84, 2.91], [2.05, -3.18, 2.36], [2.31, -2.48, 1.06], [1.21, -2.66, -0.06], [2.33, -0.96, 1.23], [3.05, -0.40, 2.57], [3.61, -2.61, 0.43], [3.83, -4.05, 0.07], [5.09, -3.97, -0.58], [5.71, -5.16, -1.13], [0.49, -3.18, 3.94], [-0.31, -3.11, 2.48], [0.56, -1.93, 3.18], [1.70, -4.35, 2.21], [2.68, -3.21, 3.29], [0.28, -2.15, 0.26], [0.92, -3.82, 0.08], [1.63, -2.48, -1.08], [1.32, -0.57, 1.39], [2.73, -0.41, 0.31], [4.17, -0.36, 2.37], [2.79, -0.96, 3.49], [2.70, 0.73, 2.63], [4.33, -2.37, 1.11], [4.02, -2.04, -0.37], [3.12, -4.53, -0.45], [3.95, -4.62, 1.05], [4.88, -5.75, -1.59], [6.09, -5.66, -0.12], [6.59, -5.10, -1.55], [-3.48, -1.19, 2.37], [-1.89, 0.07, 0.74], [-0.83, 0.58, 0.50], [-1.91, -1.20, 0.91], [-2.77, 0.78, 1.21], [-4.54, 3.24, -2.95], [-3.71, 3.17, -1.49], [-2.31, 3.54, -1.73], [-2.17, 4.85, -1.19], [-3.28, 5.22, -0.59], [-3.48, 6.29, -0.02], [-4.20, 4.26, -0.66], [-5.65, 2.99, -2.50], [-4.38, 2.37, -3.52], [-4.28, 3.85, -3.65], [-4.01, 2.17, -1.05], [-2.16, 3.67, -2.68], [-1.64, 2.80, -1.17], [-2.13, -0.06, -2.64], [-1.07, -0.99, -2.82], [-1.49, -2.49, -3.04], [-0.83, -2.76, -4.41], [-0.26, -1.73, -4.79], [0.35, -1.67, -5.81], [-0.25, -0.71, -3.89], [-2.95, 0.07, -3.43], [-1.93, 1.06, -2.46], [-2.58, -0.32, -1.72], [-0.47, -1.05, -2.01], [-2.66, -2.62, -3.16], [-1.16, -3.19, -2.23], [0.60, 3.27, 2.32], [-0.51, 4.06, 1.68], [-1.85, 3.61, 2.18], [-2.36, 4.82, 2.69], [-1.58, 5.93, 2.40], [-1.78, 7.06, 2.67], [-0.50, 5.51, 1.82], [1.62, 3.63, 2.06], [0.47, 2.15, 2.05], [0.38, 3.38, 3.41], [-0.51, 3.74, 0.72], [-1.87, 2.83, 2.96], [-2.40, 3.22, 1.42]],
  "largest_force_ha_per_bohr": 0.2011,
  "multiplicity": 1,
  "energy_ha": -1879.39157,
  "homo_lumo_gap_ha": 0.29282,
  "de_lowest_kcal_mol": 84.2,
  "charge": 1,
  "molar_mass_g_mol": 521.47,
  "e_homo_ev": -12.2
}

No. 4
{
  "formula": "C25H36GdNO2",
  "method": "the ωB97M-V functional and the def2-TZVPD basis",
  "symbols": ["O", "C", "C", "H", "H", "C", "H", "H", "C", "H", "H", "H", "C", "H", "H", "H", "Gd", "C", "C", "C", "H", "C", "C", "H", "H", "H", "H", "C", "C", "C", "H", "C", "C", "H", "H", "H", "H", "O", "C", "C", "H", "H", "C", "H", "H", "C", "H", "H", "H", "H", "C", "C", "C", "C", "C", "C", "N", "H", "H", "H", "H", "H", "H", "H", "H"],
  "xyz": [[0.11, -0.12, -5.51], [0.00, 1.19, -6.19], [-0.22, 0.59, -7.58], [0.94, 1.76, -6.14], [-0.87, 1.77, -5.84], [-0.03, -0.74, -6.82], [0.56, 0.82, -8.30], [-1.22, 0.74, -7.97], [1.22, -1.45, -7.31], [2.09, -0.79, -7.37], [1.02, -1.82, -8.32], [1.44, -2.32, -6.68], [-1.24, -1.64, -6.89], [-2.15, -1.10, -6.61], [-1.09, -2.51, -6.24], [-1.36, -1.99, -7.93], [-0.22, -0.28, 2.34], [-2.44, -0.84, 3.57], [-2.30, 0.58, 3.73], [-2.45, 1.19, 2.45], [-2.21, 1.11, 4.67], [-2.67, 0.15, 1.49], [-2.66, -1.10, 2.18], [-2.86, -2.08, 1.74], [-2.45, -1.57, 4.38], [-2.46, 2.26, 2.26], [-2.91, 0.29, 0.44], [0.92, -2.09, 3.84], [0.04, -2.76, 2.94], [0.55, -2.59, 1.61], [-0.83, -3.35, 3.21], [1.75, -1.80, 1.70], [1.97, -1.50, 3.08], [2.83, -0.97, 3.49], [0.84, -2.11, 4.93], [0.15, -3.04, 0.71], [2.41, -1.54, 0.87], [0.03, 0.24, -0.01], [-0.35, -0.69, -1.08], [-0.65, 0.18, -2.29], [-1.22, -1.27, -0.74], [0.49, -1.38, -1.25], [0.18, 1.46, -2.04], [-1.72, 0.45, -2.29], [-0.43, -0.30, -3.25], [0.17, 1.60, -0.53], [-0.19, 2.35, -2.56], [1.21, 1.27, -2.37], [-0.69, 2.20, -0.18], [1.09, 2.02, -0.11], [2.19, 2.12, 2.70], [1.68, 1.84, 4.07], [2.13, 2.46, 5.26], [1.41, 1.87, 6.32], [0.54, 0.91, 5.74], [-0.36, 0.04, 6.50], [0.69, 0.92, 4.36], [3.29, 2.02, 2.69], [1.94, 3.16, 2.41], [1.80, 1.45, 1.90], [2.90, 3.23, 5.29], [1.46, 2.05, 7.38], [-0.15, -1.02, 6.33], [-0.22, 0.25, 7.56], [-1.41, 0.22, 6.26]],
  "largest_force_ha_per_bohr": 0.0420,
  "multiplicity": 8,
  "energy_ha": -1945.02633,
  "homo_lumo_gap_ha": [0.19664, 0.23568],
  "de_lowest_kcal_mol": 0.0,
  "molar_mass_g_mol": 539.82,
  "e_homo_ev": [-6.2, -6.2],
  "s2": 15.85
}

No. 5
{
  "formula": "CH9N2Si",
  "method": "the ωB97M-V functional and the def2-TZVPD basis",
  "symbols": ["N", "C", "N", "Si", "H", "H", "H", "H", "H", "H", "H", "H", "H"],
  "xyz": [[-1.44, 0.61, -0.27], [-0.91, -0.63, 0.39], [0.52, -0.86, -0.26], [1.86, 0.23, 0.11], [-0.97, 0.67, -1.26], [-0.83, 1.34, 0.33], [-2.51, 0.77, -0.34], [-1.04, -0.54, 1.48], [-1.45, -1.50, -0.09], [0.54, -1.81, -0.48], [3.04, 0.05, 1.10], [2.27, 0.32, -1.19], [0.93, 1.34, 0.48]],
  "largest_force_ha_per_bohr": 0.0938,
  "multiplicity": 1,
  "energy_ha": -442.18444,
  "homo_lumo_gap_ha": 0.38847,
  "de_lowest_kcal_mol": 12.9,
  "charge": 1,
  "molar_mass_g_mol": 77.18,
  "e_homo_ev": -14.4
}

No. 6
{
  "formula": "C3H11NO",
  "method": "the ωB97M-V functional and the def2-TZVPD basis",
  "symbols": ["N", "C", "O", "H", "H", "H", "H", "H", "C", "C", "H", "H", "H", "H", "H", "H"],
  "xyz": [[0.98, -0.18, -3.48], [0.03, 0.50, -2.61], [-0.71, -0.34, -1.84], [1.98, -0.14, -3.40], [0.72, -1.15, -3.63], [0.69, 1.23, -1.97], [-0.75, 1.12, -3.16], [-0.11, -0.68, -1.14], [0.32, 0.19, 2.35], [-0.97, -0.27, 3.04], [0.82, 1.26, 2.58], [0.02, 0.30, 1.30], [1.03, -0.62, 2.44], [-1.39, -1.13, 2.53], [-0.93, -0.60, 4.08], [-1.73, 0.51, 2.90]],
  "largest_force_ha_per_bohr": 0.0697,
  "multiplicity": 1,
  "energy_ha": -250.84588,
  "homo_lumo_gap_ha": 0.36868,
  "de_lowest_kcal_mol": 31.9,
  "molar_mass_g_mol": 77.13,
  "e_homo_ev": -9.2
}